Formula: CH3ClFNS
Source: the Open Molecules 2025 dataset
Level of theory: ωB97M-V/def2-TZVPD

Each line ends with the Mulliken spin population.
Positions of all 8 atoms, in Å:
C: 0.33798 -0.89503 -0.39060  0.011
N: 0.40048 1.49829 0.66908  0.818
F: 1.41998 -1.48722 0.14706  -0.003
S: -0.46653 0.22626 0.79344  0.598
Cl: -2.17403 0.23486 -0.62654  0.574
H: 0.68078 -0.13987 -1.23414  0.004
H: -0.30058 -1.77207 -0.63127  0.017
H: 0.10193 2.33477 1.27298  -0.018

Properties
HOMO energy (spin up / spin down) = -6.9 / -10.5 eV
⟨S²⟩ = 2.009
frontier orbital gap (spin up / spin down) = 7.4 / 7.4 eV
multiplicity = 3

Formula: CH3ClINO
Source: the Open Molecules 2025 dataset
Level of theory: ωB97M-V/def2-TZVPD

Each line ends with the natural charge from an NBO analysis.
Positions of all 8 atoms, in Å:
C: -1.00924 -0.41130 -0.09426  -0.301
N: 0.63902 1.14594 0.33242  -0.120
O: -0.19119 0.63526 -0.59881  -0.350
Cl: 1.40037 2.49829 -0.21558  0.189
I: 2.53080 -1.47583 0.39829  -0.052
H: -0.29088 -1.15468 0.56624  0.197
H: -1.26797 -1.11333 -1.00003  0.228
H: -1.81092 -0.12436 0.61172  0.210

Properties
HOMO energy (spin up / spin down) = -10.0 / -9.2 eV
frontier orbital gap (spin up / spin down) = 9.3 / 6.3 eV

Formula: CH3ClN2
Source: the Open Molecules 2025 dataset
Level of theory: ωB97M-V/def2-TZVPD

Each line ends with the natural charge from an NBO analysis.
Positions of all 7 atoms, in Å:
H: 1.49246 1.47594 1.02666  0.318
N: 0.88822 0.65589 0.99587  -0.301
N: 0.40881 0.57026 -0.11573  -0.166
C: -0.30054 -0.57559 -0.32604  -0.197
Cl: -2.08704 -0.00151 -0.57266  -0.113
H: -0.07495 -0.73627 -1.40930  0.237
H: -0.32696 -1.38872 0.40119  0.222

Properties
HOMO energy = -9.9 eV
frontier orbital gap = 9.9 eV
structure (SMILES) = [H]/N=N/CCl

Formula: CH3ClN2O2
Source: the Open Molecules 2025 dataset
Level of theory: ωB97M-V/def2-TZVPD

Each line ends with the natural charge from an NBO analysis.
Positions of all 9 atoms, in Å:
N: -0.31865 -1.00230 -0.09442  -0.823
C: 0.98446 -1.09403 0.06677  0.759
O: 1.69666 -2.10464 0.05142  -0.584
N: 1.66679 0.27888 0.48704  -0.173
O: 0.87928 1.24422 -0.09977  -0.595
Cl: 3.35645 0.36322 -0.11975  0.087
H: -0.84634 -0.07643 -0.10042  0.421
H: -0.90866 -1.68994 -0.52720  0.420
H: 0.57622 1.99530 0.45479  0.487

Properties
HOMO energy = -9.8 eV
frontier orbital gap = 10.1 eV
structure (SMILES) = NC(=O)N(O)Cl